Below is C32H83AsF9N7O9 as an isolated structure at a distorted geometry, with properties calculated with the ωB97M-V functional and the def2-TZVPD basis.

Values from the calculation:
- Energy relative to the best compared isomer or geometry (same formula, charge and spin): 0.0 kcal/mol
- Net charge: -2
- 2S+1: 1
- Lowest unoccupied orbital energy: 3.594 eV
- E_HOMO: -0.87 eV

Structure (XYZ):
```
141
C32H83AsF9N7O9, DFT the ωB97M-V functional and the def2-TZVPD basis
C -5.66 -0.53 -0.90
O -4.61 -0.68 -1.87
O -5.44 0.80 -0.43
C -7.03 -0.75 -1.73
F -7.21 -2.13 -1.92
F -8.09 -0.31 -1.04
F -7.16 -0.12 -2.88
C -4.22 -1.93 -2.41
C -3.69 -1.58 -3.81
H -3.12 -2.38 -4.27
H -4.55 -1.36 -4.44
H -3.18 -0.62 -3.90
H -5.00 -2.70 -2.44
H -3.39 -2.37 -1.84
H -5.48 -1.17 -0.04
As 0.38 -0.53 -1.07
F 1.50 -0.21 0.33
F 1.82 -0.96 -2.08
F -0.81 -0.69 -2.47
F -1.05 -0.11 -0.14
F 0.47 1.22 -1.49
F 0.12 -2.29 -0.64
C 5.34 -0.58 -3.01
C 5.76 -0.92 -1.56
C 6.39 -2.25 -1.34
O 5.59 -3.36 -1.53
C 4.48 -3.48 -0.63
N 6.68 0.07 -1.08
H 4.51 -1.24 -3.26
H 6.15 -0.79 -3.71
H 4.88 0.40 -3.13
H 4.90 -0.74 -0.92
H 6.64 -2.25 -0.28
H 7.25 -2.55 -1.93
H 4.79 -3.83 0.35
H 3.75 -4.22 -0.95
H 3.82 -2.61 -0.55
H 6.77 -0.06 -0.08
H 6.33 1.02 -1.14
C 5.40 5.27 2.29
C 4.24 4.83 1.31
C 3.15 3.95 2.06
O 2.27 3.54 1.03
C 1.24 2.62 1.48
N 3.67 6.01 0.72
H 6.36 5.13 1.80
H 5.53 4.63 3.16
H 5.33 6.19 2.87
H 4.70 4.21 0.54
H 2.72 4.55 2.87
H 3.64 3.10 2.53
H 1.56 1.78 2.10
H 0.58 2.29 0.68
H 0.64 3.28 2.11
H 4.53 6.34 0.31
H 3.45 6.60 1.50
C 3.04 2.78 -3.28
C 2.68 3.93 -2.33
C 3.06 5.32 -2.90
O 2.82 6.31 -1.89
C 3.60 7.54 -2.10
N 1.28 3.91 -2.01
H 2.70 1.89 -2.75
H 4.09 2.71 -3.57
H 2.37 2.92 -4.13
H 3.34 3.82 -1.47
H 2.42 5.44 -3.77
H 4.11 5.21 -3.15
H 3.55 7.81 -3.15
H 4.59 7.20 -1.80
H 3.33 8.45 -1.55
H 1.01 2.95 -1.84
H 0.73 4.17 -2.82
C -5.29 -0.64 2.95
C -4.15 0.30 3.11
C -3.05 -0.39 3.95
O -1.92 0.54 3.93
C -0.63 -0.09 3.99
N -3.49 0.59 1.87
H -5.80 -0.72 3.91
H -5.02 -1.67 2.73
H -5.98 -0.16 2.25
H -4.56 1.20 3.55
H -2.77 -1.37 3.56
H -3.23 -0.66 4.99
H -0.43 -0.79 3.18
H -0.50 -0.63 4.93
H 0.09 0.72 3.92
H -2.73 0.81 2.50
H -3.06 -0.27 1.55
C -1.45 -3.72 2.11
C -2.53 -3.49 1.04
C -3.86 -4.20 1.26
O -4.72 -4.00 0.13
C -6.09 -4.20 0.28
N -2.66 -2.08 0.79
H -1.16 -4.75 2.30
H -1.76 -3.50 3.13
H -0.52 -3.20 1.87
H -2.23 -4.04 0.16
H -4.34 -3.76 2.13
H -3.59 -5.23 1.47
H -6.42 -3.31 0.81
H -6.39 -5.04 0.91
H -6.60 -4.45 -0.65
H -3.24 -1.96 -0.03
H -1.73 -1.78 0.51
C -2.00 2.36 -3.45
C -2.81 2.64 -2.21
C -4.24 2.94 -2.61
O -4.94 3.36 -1.44
C -6.30 3.73 -1.63
N -2.82 1.57 -1.20
H -2.30 1.38 -3.82
H -0.92 2.45 -3.28
H -2.15 3.08 -4.25
H -2.45 3.52 -1.68
H -4.81 2.07 -2.92
H -4.37 3.69 -3.39
H -6.81 4.03 -0.71
H -6.89 2.90 -2.02
H -6.34 4.57 -2.32
H -1.84 1.44 -1.00
H -2.95 0.69 -1.68
C 2.89 -7.44 2.55
C 3.63 -6.07 2.64
C 2.68 -4.93 2.14
O 3.30 -3.74 2.45
C 2.45 -2.59 2.41
N 4.04 -6.08 4.03
H 1.97 -7.45 3.13
H 3.53 -8.28 2.81
H 2.46 -7.70 1.58
H 4.57 -6.08 2.09
H 1.77 -4.98 2.73
H 2.25 -5.12 1.15
H 2.99 -1.64 2.47
H 1.86 -2.60 3.32
H 1.82 -2.54 1.52
H 3.33 -5.75 4.67
H 4.80 -5.43 4.18
```